Density functional theory data (ωB97M-V/def2-TZVPD) for an isolated molecule of C5H7FO2.

E   -12109.156 eV
Kohn-Sham gap   9.66 eV
SMILES   F/C=C1/COCCO1

CARTESIAN COORDINATES (ANGSTROEM)
F  3.15084  -0.42481  -0.35011
C  2.21218  0.51214  -0.15157
C  0.96408  0.18069  0.17507
C  -0.08694  1.20874  0.45452
O  -1.28402  1.00232  -0.29522
C  -1.44853  -0.35649  -0.69917
C  -0.82032  -1.31711  0.27847
O  0.59800  -1.11966  0.32497
H  2.57427  1.51074  -0.27960
H  -0.34354  1.16517  1.54007
H  0.27414  2.22494  0.22978
H  -2.54624  -0.50634  -0.77047
H  -1.03068  -0.52417  -1.70050
H  -1.25330  -1.17967  1.27825
H  -0.95994  -2.37650  -0.03449